Here is one molecule with the formula C9H8N2O2 at a distorted geometry from OMol25. Energies are from ωB97M-V with the def2-TZVPD basis set.

The charge is 0. The value obtained for the HOMO-LUMO gap is 9.4 eV. The relative energy (zero: lowest compared OMol25 entry of this formula, charge and spin) is 136.8 kcal per mole. The strongest force on any atom comes out at 0.05498 hartree/bohr. As for the spin multiplicity: 1.

```
21
Properties=species:S:1:pos:R:3:forces:R:3
H -3.5833 0.2345 -1.4161 -0.7 1.0 -0.6
C 0.1401 2.6429 1.8923 0.3 -0.2 -0.2
O -2.2126 -0.9260 -2.3508 1.6 -0.8 -0.5
C 1.7066 -1.3831 -0.0533 0.1 0.5 1.1
C -1.0054 0.9736 0.4426 -0.1 -0.9 -0.8
N 0.0175 1.3991 1.2668 0.7 0.0 -0.5
C -1.7132 0.4090 -0.3754 0.2 0.9 0.8
C 1.6678 -0.3986 0.6498 -0.8 0.0 -0.6
H 0.6074 -1.1952 -1.9693 -0.5 -1.2 0.0
H -3.1012 -1.1198 -0.5163 0.1 0.1 -0.2
H -0.6953 3.3144 1.8388 -0.1 0.1 0.3
H 1.1583 -3.4240 -0.2575 0.2 0.8 -1.0
H 2.4045 -2.7988 -1.5084 -1.3 0.1 0.8
H 1.9781 3.5361 2.8540 -0.5 0.1 -0.1
H -1.4221 -1.4876 -2.0881 -1.4 0.7 -0.4
C -2.7238 -0.3429 -1.2119 1.1 -0.9 2.4
O 0.3797 -2.1460 -1.7866 1.1 0.7 0.1
N 2.1701 1.6549 1.8860 -1.2 -0.3 0.2
C 1.3138 0.8421 1.2885 0.8 0.8 0.3
C 1.4716 -2.5536 -0.8988 0.4 0.0 -0.4
C 1.4411 2.7690 2.3137 0.0 -1.3 -1.0
```
Positions in Å, forces in eV/Å.

Here is C23H22N6O5Sr as an isolated structure from OMol25. Energies are from ωB97M-V with the def2-TZVPD basis set.

The charge is 0. The value obtained for the HOMO-LUMO gap is 9.0 eV. The relative energy (zero: lowest compared OMol25 entry of this formula, charge and spin) is 7.2 kcal per mole. The strongest force on any atom comes out at 0.01419 hartree/bohr. As for the spin multiplicity: 1.

```
57
Properties=species:S:1:pos:R:3:forces:R:3
Sr 1.1683 0.9208 -0.6847 0.6 0.3 0.3
C 2.9587 0.4467 -3.6688 0.1 0.0 -0.1
H 3.0286 2.0247 -2.5000 0.1 0.0 0.0
C 4.4176 1.7411 0.3560 0.2 0.1 -0.1
H 3.5159 -1.8531 -4.9390 0.0 0.0 0.0
H 2.8362 -4.1480 -4.2901 0.0 0.0 0.0
H -4.7431 0.5076 4.3986 0.0 0.0 0.0
N 0.6527 3.5115 -1.0355 -0.1 -0.1 -0.1
C 2.5554 -3.3000 -3.6793 0.0 -0.1 0.0
H -3.3518 -0.8360 2.8742 0.0 0.0 0.0
C -1.8228 0.0747 0.7529 -0.1 -0.2 0.1
N 6.6626 1.4017 3.0808 0.1 0.0 0.0
O -0.4758 0.4406 1.0812 0.1 0.1 0.0
H -4.9496 2.9440 4.0698 0.0 0.0 0.0
H -0.0444 4.6360 0.5024 0.0 0.0 0.1
C 1.7944 -3.4804 -2.5327 0.0 0.1 0.1
H -0.2351 3.0862 -1.2958 -0.1 0.1 0.0
H -2.3459 2.6938 0.6847 0.0 0.0 0.0
C -1.0774 -3.6284 1.3526 0.0 0.0 0.0
H 0.8741 -2.4553 -0.8835 0.0 0.0 0.0
N 0.5818 3.8508 0.3565 0.0 0.0 -0.2
O -1.0374 0.8752 -1.3877 -0.1 0.1 0.0
C 2.5553 -0.9522 -3.2367 0.2 -0.1 -0.2
H -0.3072 0.3452 2.0252 -0.1 0.0 0.0
C -2.2655 -4.2198 0.9616 0.0 0.0 0.0
O -3.2179 0.4495 -1.1338 0.0 0.0 0.0
C -2.8717 2.2187 1.5045 0.0 -0.1 0.0
H -0.2555 -4.2324 1.7149 0.0 0.0 0.0
C -2.7563 0.8389 1.6766 0.0 0.0 0.0
N 4.1913 2.1571 -0.6963 -0.1 0.0 0.0
C -4.3314 2.3563 3.4039 0.0 0.1 0.0
H -3.9730 -1.4284 0.0815 0.0 0.0 0.0
C -3.4304 0.2328 2.7255 0.0 0.0 0.0
C -3.3068 -3.4202 0.5088 0.0 0.0 0.0
C -3.1646 -2.0452 0.4482 0.0 0.0 0.0
H 2.6750 0.5556 -4.7191 0.1 0.0 0.0
C -1.9694 -1.4408 0.8397 -0.1 0.0 -0.1
C 1.4712 -2.3648 -1.7845 0.0 -0.2 -0.1
H 4.0463 0.5370 -3.6035 0.0 0.0 0.0
N 1.8541 -1.1311 -2.1250 0.0 0.2 0.0
C 2.9390 -2.0243 -4.0397 -0.1 0.1 0.0
C -0.9299 -2.2473 1.2902 0.0 0.1 0.0
H -4.2405 -3.8713 0.1982 0.0 0.0 0.0
C -3.6526 2.9733 2.3573 0.0 0.0 0.1
C 4.5469 1.1582 1.6530 -0.6 -0.2 -0.2
N 3.4988 0.4662 2.0928 0.3 0.3 -0.3
O 2.3435 1.4936 -2.9360 0.0 -0.2 0.2
H -2.3843 -5.2943 1.0094 0.0 0.0 0.0
C -4.2170 0.9912 3.5858 0.0 0.0 0.0
C -2.0685 0.5104 -0.7333 -0.3 0.0 -0.1
H 1.5099 4.1216 0.6579 0.0 0.0 0.0
O 2.5202 0.4387 1.2822 -0.2 -0.3 0.3
H 0.0141 -1.8113 1.5916 0.0 0.0 0.0
C 5.7123 1.2898 2.4437 0.2 0.0 0.2
H 1.4534 -4.4560 -2.2192 0.0 0.0 0.0
H 0.7940 4.3099 -1.6463 0.1 0.0 0.1
H -3.7457 4.0411 2.2085 0.0 0.0 0.0
```
Positions in Å, forces in eV/Å.

Here is a 12-piece molecular cluster, C27H66O27 overall at a distorted geometry from OMol25. Energies are from ωB97M-V with the def2-TZVPD basis set.

The charge is 0. The value obtained for the HOMO-LUMO gap is 10.0 eV. The relative energy (zero: lowest compared OMol25 entry of this formula, charge and spin) is 11.2 kcal per mole. The strongest force on any atom comes out at 0.10258 hartree/bohr. As for the spin multiplicity: 1.

```
120
Properties=species:S:1:pos:R:3:forces:R:3
O 1.2383 -2.0802 1.3029 0.9 1.2 0.2
O -0.0007 -3.9116 3.9643 -0.1 0.1 0.0
H -3.2863 -2.8571 4.6095 0.2 0.0 -0.1
H 0.5850 5.0883 2.9603 -0.5 0.6 0.4
C 2.1947 -1.4995 2.2136 -0.1 1.0 -1.2
H 0.2045 4.3449 -2.2719 0.7 -0.1 0.9
C -2.8520 4.7044 1.1975 3.1 1.5 4.0
H 2.2562 4.5549 -2.7277 1.2 -0.8 0.4
H -1.1331 -3.7846 -1.5177 0.4 -0.8 0.6
H -1.3850 -1.2209 -2.8963 -0.7 1.0 -0.3
H 5.6796 0.8972 -1.0047 -0.3 -0.3 0.6
C -3.6343 5.6303 -0.6366 -0.1 1.1 -0.5
C -0.3439 0.8257 -0.6188 -0.3 -0.6 1.3
H 6.2685 1.2262 2.0075 0.1 -0.4 -0.6
H 2.7036 -0.6874 1.6096 -0.6 -0.7 0.7
H -3.7212 7.4109 0.5795 0.1 -0.1 0.3
H -4.4957 -1.6351 4.6302 -1.0 0.1 0.6
H 0.2259 2.8171 2.6379 -0.2 -0.6 0.4
C -1.8796 4.3022 -4.4288 -1.0 1.2 0.8
H -0.6231 -3.2311 3.6366 0.2 -0.4 0.2
H -2.2622 7.3017 -0.4257 -0.2 -0.4 0.5
H -4.6886 -2.2390 -2.7145 1.4 1.0 0.9
C 3.0822 3.5733 2.2681 -1.3 0.1 0.0
O -1.6439 -1.0517 0.1677 -0.3 2.4 0.7
O -2.5346 3.8533 1.9756 0.1 0.0 -0.4
O 4.1051 0.9367 0.3049 -0.7 -1.0 -0.7
H -4.6218 5.8602 -1.0639 0.5 0.0 0.2
O -1.9356 -0.4418 -3.1953 1.5 -0.5 -0.1
H 0.7027 -0.5906 0.2541 -0.1 0.3 0.1
H -2.9515 5.2807 -1.3934 0.1 -0.3 -0.5
H -2.5651 -7.4792 -1.7740 -0.4 0.2 -0.2
C 1.6005 -0.8526 3.4528 -0.2 1.7 -1.2
H -1.5085 -4.4291 1.8029 0.4 -1.1 0.5
O -0.9652 2.1282 -4.5799 -0.1 1.3 0.4
C 1.4833 -2.3779 -1.8317 -1.7 0.2 0.0
C -1.7559 0.4374 -0.1591 0.9 -0.9 0.8
H -1.1405 -6.2008 1.8362 -0.5 -0.9 -0.3
H -2.4222 -1.9863 -0.8411 -0.6 0.3 -0.6
C -1.5819 -5.6155 -1.7995 -0.1 -1.8 -2.5
H -0.3825 -7.2847 -0.7057 -1.4 -0.3 1.0
C -3.2252 -0.8961 -3.5312 0.8 -0.7 -0.7
O -2.8930 -2.4273 -1.6000 -0.2 -0.2 -1.1
H 0.2022 -4.8884 0.3647 -0.5 -0.1 0.3
H 3.7431 -3.3734 -0.2591 0.5 -1.2 1.3
H 3.6308 1.5181 0.8914 0.1 0.7 0.4
H -2.1149 1.0154 0.7237 0.3 -0.6 -0.4
H 3.9433 1.7779 -2.1720 0.8 -0.6 1.5
H -2.9451 2.4439 -4.1010 0.8 0.7 0.5
H 4.2103 -1.2138 -1.8956 1.4 1.2 -1.6
C -2.1916 -6.7424 -1.0597 -1.5 0.6 1.1
O -3.7704 4.6640 0.3462 -3.4 -2.6 -2.2
O 6.2066 -0.6936 1.0931 0.0 0.1 1.9
C 0.8442 3.2348 1.8717 -0.1 -0.2 -1.5
H 1.1130 -1.5086 4.1381 -0.2 -0.7 0.4
H 6.0178 -0.8887 2.0493 0.3 0.1 -1.6
H -3.5448 -2.2635 2.2221 -0.3 -0.4 -0.8
H -3.3376 -0.0546 3.6341 0.3 0.8 -0.8
H 3.0191 -2.1535 2.5025 -0.3 -0.5 0.1
C 6.4209 0.7304 1.0213 -0.4 -0.1 0.0
O -1.2674 -7.3520 -0.2363 2.8 -0.6 0.1
H 1.7608 1.7128 -1.6154 0.6 0.1 -0.8
H -1.7911 2.8980 -2.7566 0.1 0.0 -0.6
O 0.5920 0.1855 3.1461 0.8 -0.9 1.2
H 1.0096 5.2230 1.1715 -0.7 0.7 0.0
H 1.0128 -2.9779 1.5181 -0.2 -1.3 0.5
H 5.5462 2.3552 -0.0842 0.0 0.1 0.2
H -1.2625 -5.6032 4.1664 -0.4 0.8 -0.5
C 1.0988 4.7105 2.1127 1.8 -0.5 -1.1
H -0.1119 0.2434 -1.4522 -0.2 -0.5 -2.1
O 4.2177 3.3470 2.4969 1.2 -0.8 -0.1
C -1.9349 2.8979 -3.8605 -0.7 -0.4 -0.9
C 3.5102 -3.0931 -1.2377 0.8 -0.1 -1.3
H -2.5347 -0.5994 5.0710 0.3 -0.4 -0.8
H 0.3094 -6.0128 3.7937 -0.2 1.7 -0.6
O 3.4647 2.0984 -2.9042 -1.9 0.3 -1.2
O 0.7845 4.1651 -1.4846 -1.0 -0.3 -0.3
H 4.1785 -3.5885 -2.0163 -0.8 0.7 1.1
H -4.2018 -0.8417 -1.6519 -0.2 0.2 0.3
H -0.9210 1.3003 -4.1264 0.1 -1.4 0.4
O 2.1597 -3.4565 -1.5057 0.5 -0.5 -0.1
O 0.6477 0.3848 0.2910 0.3 0.5 1.1
O 0.4007 -4.9517 1.3166 1.1 0.1 0.1
O 2.1530 2.6465 1.8756 0.7 0.2 0.5
H -2.8067 4.8860 -4.2417 0.1 -0.8 -0.2
C -2.9809 6.7148 0.1753 0.7 1.5 0.0
H -2.3296 -5.1817 -2.4357 -0.5 0.2 -0.6
H -2.4486 0.5909 -0.9870 0.0 -0.4 0.1
H 0.6781 0.5143 2.2502 0.3 -0.1 -0.9
H 1.4509 2.2224 -3.2913 -0.7 -0.3 -1.1
O -0.8937 5.1719 -3.8034 1.0 -0.9 -1.3
C -0.4494 -5.1834 3.5375 0.9 -1.8 1.2
O -4.2438 -2.4907 2.8452 0.7 0.6 -1.0
H -0.8372 -6.1515 -2.4326 -0.1 0.4 -0.3
C -0.7526 -5.2440 2.0807 -0.9 2.2 -0.8
H -0.8784 -0.5674 3.4027 0.8 0.5 -0.3
C 5.4182 1.2693 0.0113 1.1 1.0 -0.4
H 3.7160 -1.1372 -0.2478 -0.3 0.1 0.1
H -1.7332 4.2618 -5.5100 0.1 -0.1 0.1
H 2.4482 -0.3453 3.9209 -0.1 -0.1 0.3
H 0.4262 3.0386 0.8550 0.1 0.3 1.0
O 0.3218 -2.4285 -2.1872 0.9 0.8 0.1
H 2.7343 3.7466 -1.0656 0.1 0.7 -0.6
O -2.3077 6.0005 1.2488 -0.7 -0.8 -1.4
O 2.5494 4.7817 2.3677 -1.2 0.1 0.3
H -3.7830 0.0019 -3.8230 -0.2 -0.4 0.1
O 2.2031 -1.2636 -1.6739 -0.8 0.6 -0.5
C -3.7986 -1.5854 -2.3286 -1.9 -1.6 0.6
C 2.0858 3.7691 -1.9584 -1.3 0.9 0.0
H -1.4659 -1.1236 1.1383 -0.2 0.1 -0.7
C -2.7529 -0.8794 4.0084 0.9 -0.1 -0.1
C 3.5130 -1.5579 -1.2228 -0.9 -1.7 0.8
H -0.1640 1.8729 -0.8308 -0.4 0.3 0.1
H -2.9984 -6.3689 -0.3842 0.2 -0.4 -0.6
H -0.1793 5.2004 -4.4753 -0.3 0.2 0.9
H 7.4498 0.9306 0.6782 -0.3 0.0 0.1
O -1.5725 -1.2058 3.2011 -2.1 -0.3 0.8
C 2.0969 2.3488 -2.4684 1.6 0.2 1.2
C -3.6992 -2.0177 4.0337 -0.1 -1.2 1.9
O -0.9595 -4.6595 -1.0891 0.6 2.4 1.4
H -3.2216 -1.6200 -4.3910 0.2 0.7 0.5
```
Positions in Å, forces in eV/Å.

Here is a 2-piece molecular cluster, C5H15N2S overall at a distorted geometry from OMol25. Energies are from ωB97M-V with the def2-TZVPD basis set.

The charge is -1. The value obtained for the HOMO-LUMO gap is 6.9 eV. The relative energy (zero: lowest compared OMol25 entry of this formula, charge and spin) is 11.5 kcal per mole. The strongest force on any atom comes out at 0.05001 hartree/bohr. As for the spin multiplicity: 1.

```
23
Properties=species:S:1:pos:R:3:forces:R:3
S -0.6173 0.0466 0.2676 -0.5 -0.2 -0.5
C -2.0567 0.1991 -0.9060 -0.6 -0.6 2.4
H 2.6202 0.2543 2.9141 0.0 -0.4 -0.4
H -2.1304 -2.2749 0.1944 -1.1 -0.2 -0.2
H -3.9441 -2.6979 0.1784 0.6 0.4 -0.5
H 3.5648 1.5898 1.1068 -1.1 -0.5 0.4
H 2.0300 -0.5413 -0.3391 0.4 0.6 -0.2
H -1.8035 -0.0065 -1.9265 0.2 -0.3 -0.6
H 1.7444 1.6575 1.1409 -0.1 0.0 0.1
C 2.5999 0.9920 1.0350 1.5 0.1 -1.1
H -4.1087 -0.4381 -1.2039 0.2 0.0 0.3
H 3.6370 0.2013 -0.7648 -0.7 0.1 0.6
H 2.1792 0.9858 -2.3548 -0.1 0.3 1.2
N 2.5993 -0.1530 1.9685 0.4 1.2 0.7
H 0.9878 1.2529 -1.2449 0.2 0.1 0.0
C -3.1173 -2.1577 -0.3393 1.3 0.6 0.2
C 2.5984 0.4186 -0.3950 0.2 -0.5 -0.8
H -2.3532 1.2300 -0.8017 -0.2 0.5 -0.4
H 1.6805 -0.5554 1.8785 -0.4 -0.4 0.0
H -2.9201 -2.5601 -1.3601 -0.5 0.1 0.6
C -3.3210 -0.6237 -0.4365 -0.4 0.3 -0.7
H -3.7363 -0.1720 0.5031 0.7 -0.5 -0.6
N 2.0021 1.3470 -1.3901 0.1 -0.5 -0.5
```
Positions in Å, forces in eV/Å.

Here is one molecule with the formula C4H10N2O at a distorted geometry from OMol25. Energies are from ωB97M-V with the def2-TZVPD basis set.

The charge is 0. The value obtained for the HOMO-LUMO gap is 10.2 eV. The relative energy (zero: lowest compared OMol25 entry of this formula, charge and spin) is 53.7 kcal per mole. The strongest force on any atom comes out at 0.04385 hartree/bohr. As for the spin multiplicity: 1.

```
17
Properties=species:S:1:pos:R:3:forces:R:3
H -0.9030 -0.5850 -0.8707 -0.2 0.1 -0.5
N -0.4556 0.2892 -0.6210 -0.7 0.0 -0.8
H 0.6323 1.0003 0.9267 -0.2 -0.6 0.2
C 1.2653 -1.0441 0.6941 0.2 0.7 0.6
N 0.0770 1.1854 -2.9815 -0.6 -0.7 -0.9
H 0.2716 0.5295 -3.7354 0.0 0.1 0.4
H 0.9202 -2.0735 0.5506 0.0 0.2 0.0
H 1.7265 -0.9359 1.6949 0.0 -0.5 -0.5
O -0.9790 -0.9399 2.6609 0.3 -0.2 -0.5
H -0.8913 1.4459 -3.1112 -0.1 0.2 0.7
H -1.4531 0.7854 1.7097 -1.1 0.1 0.4
C 0.1491 0.0172 0.6802 2.1 0.0 -0.7
H 2.0296 -0.7910 -0.0552 -0.2 -0.2 0.3
C -0.8695 -0.1366 1.7758 -0.1 1.2 -0.2
H 1.1503 -0.2140 -1.8717 0.0 0.5 -0.3
H 1.1644 1.4499 -1.2908 0.0 -0.1 0.5
C 0.5159 0.6765 -1.7050 0.6 -0.7 1.3
```
Positions in Å, forces in eV/Å.

Here is C2H6BClO2 as an isolated structure at a distorted geometry from OMol25. Energies are from ωB97M-V with the def2-TZVPD basis set.

The charge is 0. The value obtained for the HOMO-LUMO gap is 10.0 eV. The relative energy (zero: lowest compared OMol25 entry of this formula, charge and spin) is 25.8 kcal per mole. The strongest force on any atom comes out at 0.11158 hartree/bohr. As for the spin multiplicity: 1.

```
12
Properties=species:S:1:pos:R:3:forces:R:3
O 1.3859 1.8278 -0.1786 -0.2 0.7 -1.1
H 1.1292 -0.8343 1.0547 3.0 -0.5 2.0
C -0.8042 -1.3337 0.7433 -2.8 1.7 0.1
O -0.7925 1.2839 -1.0486 0.7 0.1 1.4
H -1.6532 -1.4517 0.0287 1.0 0.8 0.3
B 0.3236 0.9068 -0.2328 -0.1 2.0 -2.1
H -0.4080 -2.2439 0.8963 0.8 -3.6 0.8
H -0.8862 2.2609 -1.1557 0.3 -1.3 0.1
H 1.4439 2.5886 -0.8768 -0.6 -2.4 2.0
C 0.3686 -0.5330 0.4748 -1.4 1.5 -5.4
H -1.2107 -0.9842 1.7077 -0.1 -0.1 -0.1
Cl 1.1038 -1.4872 -1.4130 -0.6 1.2 2.0
```
Positions in Å, forces in eV/Å.